7
Properties=species:S:1:pos:R:3:forces:R:3 method="wB97M-V/def2-TZVPD" de_lowest_kj_mol=174.7 charge=0 molar_mass_da=129.44 homo_lumo_gap_ev="7.28 / 7.28" spin_multiplicity=1
N -1.32343 0.32143 0.02998 4.80 0.51 -0.54
O 1.81465 -1.69348 0.11474 -0.19 0.36 0.04
O -0.52171 -0.37677 0.73031 -1.61 0.36 0.57
O -0.80713 1.06537 -0.79212 -1.75 0.19 0.49
P 1.11022 -0.50036 -0.38167 0.45 -1.96 -1.04
Cl 1.98151 1.15655 0.32112 0.63 1.13 0.61
H -2.25412 0.02726 -0.02237 -2.34 -0.60 -0.12


6
Properties=species:S:1:pos:R:3:forces:R:3 method="wB97M-V/def2-TZVPD" de_lowest_kj_mol=332.8 charge=0 molar_mass_da=116.52 homo_lumo_gap_ev=7.50 spin_multiplicity=1
O -1.07014 0.32068 -0.33868 0.81 1.70 0.37
O 0.15494 2.38709 -1.10559 -1.28 -2.30 3.11
O 1.29481 -0.93592 1.16941 0.43 0.75 0.37
S -0.33128 1.54417 0.03027 0.54 0.40 -3.46
Cl 0.43643 -2.04576 0.52036 -1.59 0.61 -1.48
H -0.48476 -1.27027 -0.27577 1.09 -1.16 1.09


6
Properties=species:S:1:pos:R:3:forces:R:3 method="wB97M-V/def2-TZVPD" de_lowest_kj_mol=6.2 charge=0 molar_mass_da=109.47 homo_lumo_gap_ev=9.48 spin_multiplicity=1 smiles="N#[N+][O-].O=NCl"
N 0.52804 -1.79551 -0.44385 0.64 1.35 -1.95
N 0.81863 -1.17367 -1.34780 -0.51 -1.19 1.44
O 1.11891 -0.53895 -2.30409 -0.12 -0.21 0.45
O -0.03937 0.27009 1.59141 -1.70 3.05 -1.32
N -0.38862 1.23152 1.01470 1.64 -2.63 1.10
Cl -2.03759 2.00652 1.48963 0.04 -0.37 0.29


22
Properties=species:S:1:pos:R:3:forces:R:3 method="wB97M-V/def2-TZVPD" charge=-2 molar_mass_da=436.70 homo_lumo_gap_ev=8.65 spin_multiplicity=1
Zr -0.24137 -0.36890 0.22218 0.80 0.59 -0.82
Cl -1.54189 -2.06429 -1.13106 0.50 0.88 0.85
N 1.24798 1.41693 1.93096 -3.59 1.67 -0.40
O 1.54299 0.97150 0.84693 4.42 -0.63 -5.55
O 0.29122 0.76692 2.31417 -3.92 -2.51 3.92
O 1.50145 2.48800 2.37620 2.27 0.85 1.01
N -1.53941 2.63985 -0.01153 2.12 4.76 0.24
O -0.75220 3.19911 0.73244 1.02 0.95 1.38
O -1.50729 1.41999 0.06323 -1.35 -5.31 -0.80
O -2.19177 3.33166 -0.77978 -1.40 -1.58 -0.57
N 1.98045 -2.68201 -0.92265 -2.43 -0.45 -4.69
O 2.27692 -3.68655 -0.36974 1.32 -1.49 2.85
O 1.89255 -2.72432 -2.18494 0.40 1.46 1.37
O 1.57440 -1.64385 -0.29956 -0.43 1.23 1.27
N 0.44526 1.13903 -2.81697 0.40 -0.35 -0.02
O 1.43199 1.12791 -3.53080 0.67 -0.18 0.00
O 0.40902 0.53824 -1.71979 1.58 -2.60 3.60
O -0.57017 1.68829 -3.05733 -2.98 2.49 -2.28
N -1.60005 -1.84553 2.26096 -0.19 -6.07 -3.90
O -0.45381 -1.83693 1.90095 9.42 -1.47 0.39
O -2.09608 -2.96469 2.40958 -1.55 0.58 2.90
O -2.10019 -0.91036 1.76657 -7.07 7.18 -0.75


5
Properties=species:S:1:pos:R:3:forces:R:3 method="wB97M-V/def2-TZVPD" de_lowest_kj_mol=184.5 charge=0 molar_mass_da=97.46 homo_lumo_gap_ev=10.01 spin_multiplicity=1 smiles="O=[N+]([O-])OCl"
O -1.13242 0.93416 -0.07751 -3.41 2.00 -0.82
N -0.67559 -0.13361 -0.02658 -0.49 1.10 1.29
O -1.14852 -1.15756 0.21788 0.38 -3.03 -0.16
O 0.68246 0.28417 -0.06138 1.34 2.11 -0.39
Cl 2.27406 0.07283 -0.05240 2.17 -2.18 0.08


10
Properties=species:S:1:pos:R:3:forces:R:3 method="wB97M-V/def2-TZVPD" de_lowest_kj_mol=19.8 charge=-2 molar_mass_da=438.28 homo_lumo_gap_ev=4.50 spin_multiplicity=1
Na -0.27676 -0.02160 -0.25965 -0.42 -1.77 -1.15
O -1.18375 2.89042 1.55634 0.30 -0.16 -0.08
Cl 0.00094 2.17232 1.15767 0.03 0.60 0.36
O 1.18143 2.84710 1.62575 -0.27 -0.15 -0.11
O -0.04400 0.81046 1.68552 0.05 0.64 0.43
O 0.03637 2.05824 -0.30223 0.08 0.76 0.38
Se 2.79288 -2.49346 -1.61919 0.14 0.10 -0.13
Se 0.85371 -2.64367 -0.34925 0.08 -0.24 0.24
Se -0.84545 -3.62117 -1.65799 -0.02 -0.14 -0.04
Se -2.51537 -1.99864 -1.83698 0.03 0.36 0.10


10
Properties=species:S:1:pos:R:3:forces:R:3 method="wB97M-V/def2-TZVPD" de_lowest_kj_mol=434.4 charge=+2 molar_mass_da=284.28 homo_lumo_gap_ev=5.01 spin_multiplicity=1
O 0.90330 0.04676 -1.75990 -1.75 -0.36 -0.36
V 1.84371 0.80239 -2.69028 1.82 2.39 -2.74
O 1.26830 1.53404 -4.00299 -0.07 -2.00 3.11
O -0.51704 0.65451 1.69236 5.26 4.11 1.56
V 0.94438 1.64259 1.97035 -7.30 -6.09 -0.24
O 1.22004 1.86641 0.44051 1.71 0.33 0.89
O -2.75071 -3.37584 -0.38379 -0.21 0.05 -2.38
V -2.25262 -2.28985 0.57038 -1.36 -5.82 6.98
O -1.87066 -0.98880 0.05573 1.42 5.71 -4.52
Cl 1.21130 0.10780 4.10763 0.47 1.67 -2.31


5
Properties=species:S:1:pos:R:3:forces:R:3 method="wB97M-V/def2-TZVPD" charge=+2 s2=4.157 molar_mass_da=117.07 homo_lumo_gap_ev="8.10 / 9.93" spin_multiplicity=4
S -0.49403 0.98900 0.18905 1.23 2.60 -2.41
O -0.30919 -0.42137 0.60770 0.08 -2.49 -0.21
Cr -0.01265 -2.26129 0.03260 0.24 0.79 0.24
O 0.21292 1.35581 -1.01706 -1.40 -0.90 2.28
H -1.09262 -3.40762 0.56059 -0.16 0.00 0.10


7
Properties=species:S:1:pos:R:3:forces:R:3 method="wB97M-V/def2-TZVPD" de_lowest_kj_mol=70.3 charge=+1 molar_mass_da=168.94 homo_lumo_gap_ev=12.27 spin_multiplicity=1
Cs 0.61300 1.37443 0.92500 0.31 0.11 0.19
O 1.16800 0.58143 -2.10300 2.06 -0.72 0.66
H 0.29700 0.43343 -1.86100 -2.87 -1.73 0.70
H 1.00000 1.41943 -2.45600 0.65 2.44 -1.58
O -0.71900 -1.07557 1.84300 -0.17 1.24 0.26
H -1.59000 -0.77557 2.16800 0.46 -0.87 -0.26
H -0.76900 -1.95757 1.48400 -0.44 -0.46 0.03


7
Properties=species:S:1:pos:R:3:forces:R:3 method="wB97M-V/def2-TZVPD" de_lowest_kj_mol=555.3 charge=+1 molar_mass_da=168.94 homo_lumo_gap_ev=10.96 spin_multiplicity=1
Cs -0.95399 0.97533 0.96692 -9.20 7.98 9.09
O 0.09372 0.44398 -0.74843 3.96 -0.51 -9.38
H 0.76044 0.74248 -1.36699 0.85 -0.01 -0.89
H -0.70909 0.39264 -1.26717 -0.13 -0.33 -1.11
O 0.47609 -0.73853 1.11696 3.31 -4.55 2.03
H 0.63680 -0.52287 0.19833 0.79 -1.30 0.02
H -0.30396 -1.29304 1.10038 0.42 -1.27 0.23


19
Properties=species:S:1:pos:R:3:forces:R:3 method="wB97M-V/def2-TZVPD" de_lowest_kj_mol=131.0 charge=0 molar_mass_da=466.75 homo_lumo_gap_ev=3.73 spin_multiplicity=1
In 17.70383 3.46341 13.43327 -0.67 0.55 -0.81
N 14.59670 4.56625 11.91542 -2.53 -1.70 0.69
O 15.76339 4.74544 11.54840 0.97 0.05 0.29
O 13.65432 4.92954 11.21792 2.02 -0.32 1.37
O 14.48146 3.88622 12.96488 -0.14 1.55 -1.82
P 16.92284 0.30626 11.35837 -1.81 -2.14 -0.65
F 17.64465 1.70033 10.97896 0.56 2.02 -0.75
F 18.07761 0.14707 12.42796 1.41 -1.53 0.34
F 16.19884 1.14671 12.52475 -1.66 1.82 2.45
F 16.12603 -1.09702 11.89358 1.65 2.01 -0.91
F 15.62931 0.68932 10.47489 0.40 -0.20 -0.36
F 17.65386 -0.37121 10.12696 -0.17 -0.44 0.85
P 17.55120 6.97898 14.58916 0.63 2.76 2.41
F 18.54470 5.82253 15.06682 1.90 -2.09 0.00
F 17.37342 7.30943 16.21796 -0.12 0.38 -1.83
F 18.78835 7.98264 14.42575 -0.49 0.17 0.58
F 16.47299 8.05502 14.12427 0.20 -0.27 0.38
F 17.81413 6.54493 13.07605 -0.38 -1.26 -1.54
F 16.42123 5.85251 14.75485 -1.77 -1.36 -0.69


29
Properties=species:S:1:pos:R:3:forces:R:3 method="wB97M-V/def2-TZVPD" de_lowest_kj_mol=235.0 charge=0 molar_mass_da=671.07 homo_lumo_gap_ev=12.98 spin_multiplicity=1
Zr 3.53254 0.74526 -12.08345 0.25 0.44 -0.05
P 1.05193 -0.35396 -10.89640 -3.54 -1.83 2.17
F 2.57466 -0.19462 -10.40753 2.37 0.39 3.82
F 0.54227 0.14556 -9.48900 0.26 0.41 -0.88
F 1.28045 1.12639 -11.57900 0.21 1.53 0.56
F -0.33975 -0.37048 -11.58109 -0.10 -0.34 -0.37
F 1.94909 -0.78364 -12.17246 -0.03 -2.22 -4.18
F 0.95974 -1.89454 -10.45903 0.41 1.07 -0.32
P 3.81963 3.51992 -10.91410 -0.86 4.47 0.91
F 4.16140 4.92326 -11.66704 -0.62 -1.98 1.14
F 2.89966 2.98078 -12.12421 -3.02 0.66 -2.86
F 4.87112 2.71122 -11.83118 3.26 -0.48 0.38
F 3.40635 1.98692 -10.41564 0.23 -1.14 3.04
F 4.76189 3.80778 -9.67198 -0.44 -0.87 -1.28
F 2.49496 4.01299 -10.14939 1.28 0.19 -0.63
P 6.06780 -0.64094 -11.26420 3.07 -1.10 -0.95
F 6.17215 -1.54762 -9.94183 0.16 1.28 -2.04
F 5.12545 0.46981 -10.59536 0.50 3.15 4.05
F 7.35669 0.26185 -11.09958 -0.47 -1.21 0.86
F 5.70572 0.26217 -12.58360 -0.38 2.25 -2.32
F 6.67938 -1.61948 -12.36384 -0.08 -0.60 2.05
F 4.52531 -1.11404 -11.55109 -2.33 -4.48 -1.24
P 3.44587 0.85011 -14.97139 -0.07 0.77 -7.92
F 4.19575 1.63374 -13.90479 4.47 3.88 3.69
F 4.83817 0.72995 -15.81946 -1.75 -0.27 0.90
F 3.80762 -0.39622 -14.01669 0.51 -3.13 0.02
F 2.62768 0.01802 -16.05309 0.35 0.60 1.72
F 2.26073 0.99678 -13.85626 -3.26 0.16 0.15
F 3.06712 2.30884 -15.56718 -0.38 -1.62 -0.42


43
Properties=species:S:1:pos:R:3:forces:R:3 method="wB97M-V/def2-TZVPD" charge=0 molar_mass_da=401.29 homo_lumo_gap_ev=5.91 spin_multiplicity=1
Na -0.54314 -4.68095 1.42848 0.05 0.38 0.07
N -0.45110 -0.46886 -0.23925 6.49 -0.53 2.45
S -1.61846 0.41823 -0.15646 -10.82 2.43 -1.15
O -1.70173 1.31648 -1.26463 0.07 0.97 0.62
O -2.26397 0.75863 1.13381 2.25 -0.32 -2.06
F -2.72297 -0.67733 -0.69259 0.36 -0.56 0.37
S 0.58334 0.68971 0.55084 3.35 1.96 -1.49
O 0.64137 0.49248 1.96723 -0.02 -0.26 -0.68
O 0.64408 2.08912 0.01926 -0.65 -4.15 1.48
F 1.97072 0.07507 -0.03981 -1.00 0.01 0.54
O -3.27601 6.15162 -1.20532 -0.01 0.09 0.23
H -3.46834 5.43901 -1.81477 -0.03 -0.28 -0.11
H -3.10976 6.90904 -1.76650 0.04 0.19 -0.12
O -6.00414 -0.15022 5.58900 -0.08 -0.11 0.25
H -6.44233 0.47920 5.01623 -0.11 0.19 -0.13
H -5.33294 -0.55073 5.03645 0.20 -0.07 -0.13
O 0.01931 -3.25163 -3.78541 -0.05 -0.10 -0.13
H 0.03526 -4.16296 -3.49303 0.02 -0.24 -0.06
H 0.23034 -2.74439 -3.00158 0.03 0.39 0.17
O -6.59797 3.71055 -4.53807 -0.08 0.22 0.03
H -6.43990 2.96456 -3.95951 0.07 -0.17 0.21
H -6.50910 3.35234 -5.42127 0.03 -0.05 -0.23
O -1.30215 -3.42236 5.28208 -0.02 -0.24 -0.45
H -0.54084 -2.84310 5.24907 0.15 0.33 0.04
H -1.26576 -3.81712 6.15333 -0.07 -0.11 0.26
O 3.65962 -4.99960 1.15418 -0.45 -0.06 0.02
H 4.17863 -4.20440 1.03369 0.12 0.28 -0.09
H 4.27627 -5.63613 1.51584 0.16 -0.20 0.07
O 3.10170 7.03933 -1.62009 0.19 -0.01 -0.20
H 3.11394 7.68867 -0.91692 0.01 0.18 0.16
H 2.50102 6.36148 -1.31036 -0.22 -0.21 0.05
O 5.82188 3.30425 -2.48132 0.08 -0.23 -0.13
H 5.02501 3.81411 -2.33546 -0.26 0.13 0.01
H 6.49306 3.75646 -1.97020 0.17 0.11 0.11
O 6.11782 0.31410 6.30090 0.19 0.03 0.11
H 5.23550 0.68463 6.32227 -0.21 0.17 0.01
H 6.02265 -0.50441 5.81385 0.03 -0.19 -0.13
O 7.83852 -3.27836 -3.30104 0.13 -0.11 0.20
H 7.11361 -2.65575 -3.24557 -0.16 0.22 0.03
H 7.76308 -3.65710 -4.17688 0.02 -0.10 -0.23
O -7.88050 -5.57560 -2.10358 -0.11 -0.16 0.13
H -7.52429 -4.72994 -1.83119 0.04 0.25 0.09
H -7.39136 -5.79815 -2.89570 0.08 -0.08 -0.23


7
Properties=species:S:1:pos:R:3:forces:R:3 method="wB97M-V/def2-TZVPD" de_lowest_kj_mol=238.8 charge=0 molar_mass_da=132.23 homo_lumo_gap_ev=9.11 spin_multiplicity=1 smiles="F[Si](=S)S.F"
F 0.27513 0.74762 1.01094 -0.75 -0.42 -1.10
Si -0.85959 0.05813 0.05494 -0.28 -0.44 0.71
S -2.56109 0.86887 -0.49553 1.25 -0.54 0.31
S -0.05804 -1.96394 -0.14209 -0.77 0.87 0.26
H -1.27181 -2.56697 0.01687 0.38 0.41 -0.27
F 2.56531 1.74610 -0.26020 0.45 0.34 -0.21
H 1.91008 1.11019 -0.18493 -0.28 -0.21 0.31


9
Properties=species:S:1:pos:R:3:forces:R:3 method="wB97M-V/def2-TZVPD" de_lowest_kj_mol=313.5 charge=0 molar_mass_da=115.09 homo_lumo_gap_ev="6.90 / 8.45" spin_multiplicity=1
N -0.46824 -0.57502 -0.70382 2.70 -0.60 1.09
F 2.15361 -0.44251 1.11341 0.81 0.52 -0.39
F 0.48572 -1.49369 2.26925 0.23 -0.74 -0.33
Si -0.54582 1.09216 -0.56699 -0.22 -0.86 -2.97
P 1.41613 -1.80677 1.00644 -2.34 1.03 -0.13
H -1.16040 -1.15351 -1.07605 -1.07 -1.26 -0.21
H 0.80502 1.67913 -0.78879 -0.32 0.17 0.04
H -1.13447 1.58097 0.59160 -0.81 1.03 1.60
H -1.55155 1.11924 -1.84505 1.02 0.72 1.30


5
Properties=species:S:1:pos:R:3:forces:R:3 method="wB97M-V/def2-TZVPD" de_lowest_kj_mol=9.8 charge=0 molar_mass_da=85.08 homo_lumo_gap_ev=11.86 spin_multiplicity=1
N 0.74298 -0.15255 -0.87293 -1.39 -0.52 1.29
F -1.45913 0.81514 0.22952 0.38 -0.90 -0.98
F 0.26532 0.74985 1.51437 0.96 -1.08 -0.86
S -0.20754 -0.26577 0.32270 -0.45 1.72 0.58
H 0.65837 -1.14667 -1.19367 0.50 0.78 -0.03


5
Properties=species:S:1:pos:R:3:forces:R:3 method="wB97M-V/def2-TZVPD" de_lowest_kj_mol=0.0 charge=+1 molar_mass_da=58.82 homo_lumo_gap_ev=9.84 spin_multiplicity=1
Li 1.12514 -0.59794 1.66621 -0.41 -0.33 -0.95
Li 0.84713 0.48655 -1.23237 -1.41 0.26 0.47
Li -1.57246 -0.31269 0.15829 0.99 0.99 -0.90
F -0.65881 1.42753 -0.54580 0.39 -1.43 0.14
F 0.25900 -1.00346 -0.04633 0.45 0.51 1.24


6
Properties=species:S:1:pos:R:3:forces:R:3 method="wB97M-V/def2-TZVPD" de_lowest_kj_mol=244.4 charge=0 molar_mass_da=98.01 homo_lumo_gap_ev="8.47 / 8.48" spin_multiplicity=1
N -0.62974 0.36778 0.00047 0.54 -1.21 -0.45
N 0.46457 -0.51636 -0.70192 2.74 1.45 0.78
O -1.14869 -0.18815 0.87288 -1.33 -0.73 2.08
O -0.76966 1.38317 -0.54396 0.01 1.43 -0.84
F 1.68271 0.68473 0.62361 -1.81 -2.13 -1.92
F 0.40081 -1.73117 -0.25108 -0.15 1.20 0.36


4
Properties=species:S:1:pos:R:3:forces:R:3 method="wB97M-V/def2-TZVPD" de_lowest_kj_mol=253.3 charge=+1 molar_mass_da=68.00 homo_lumo_gap_ev="10.48 / 10.80" spin_multiplicity=1
N 0.11033 0.20648 -0.13170 -3.16 -3.19 2.80
O 0.11498 0.50238 -1.17609 0.90 1.49 -2.96
F 0.85089 0.33438 0.87888 1.62 0.86 0.69
F -1.15730 -1.19026 0.64198 0.64 0.84 -0.54


5
Properties=species:S:1:pos:R:3:forces:R:3 method="wB97M-V/def2-TZVPD" de_lowest_kj_mol=653.7 charge=0 molar_mass_da=102.06 homo_lumo_gap_ev="7.66 / 10.07" spin_multiplicity=1
O -1.10076 1.49401 -0.09672 1.39 -1.00 0.29
O -0.15996 -0.75286 0.66325 1.37 4.86 -0.86
F -0.84343 -2.44093 0.51756 -0.73 -1.50 -0.21
F 2.06022 1.04475 -1.26358 -0.43 -0.07 0.31
S 0.04394 0.65503 0.17950 -1.59 -2.30 0.46